No. 1
Below is one molecule with the formula C19H21F3N6, with properties calculated with ωB97M-V/def2-TZVPD.

XYZ file:
```
49
C19H21F3N6 | the Open Molecules 2025 dataset | ωB97M-V/def2-TZVPD
C -1.533 -2.295 3.806
C -2.360 -1.556 2.713
C -3.162 -0.449 3.397
C -3.377 -2.526 2.069
C -1.454 -0.985 1.615
N -1.873 0.064 0.896
C -1.175 0.454 -0.157
N -1.816 1.381 -0.949
C -3.116 1.944 -0.547
C -3.114 3.307 -1.184
C -2.335 3.134 -2.481
F -3.207 2.776 -3.465
F -1.664 4.247 -2.767
C -1.300 2.028 -2.163
C -0.033 -0.201 -0.525
N 0.794 -0.055 -1.499
N 1.648 -1.087 -1.352
C 2.816 -1.316 -2.238
C 4.056 -0.658 -1.672
C 4.017 0.678 -1.200
C 5.176 1.273 -0.718
C 6.391 0.560 -0.686
C 6.427 -0.717 -1.185
C 5.303 -1.347 -1.675
F 5.448 -2.576 -2.158
N 1.351 -1.853 -0.300
C 0.328 -1.289 0.245
N -0.371 -1.685 1.284
H -0.804 -1.613 4.264
H -0.978 -3.175 3.481
H -2.250 -2.594 4.580
H -3.818 0.103 2.712
H -3.766 -0.870 4.182
H -2.477 0.310 3.829
H -3.906 -2.073 1.189
H -2.874 -3.411 1.680
H -4.138 -2.844 2.777
H -3.914 1.312 -0.948
H -3.223 2.080 0.552
H -2.611 4.007 -0.497
H -4.130 3.661 -1.368
H -0.344 2.497 -1.950
H -1.223 1.297 -2.972
H 2.990 -2.406 -2.369
H 2.600 -0.862 -3.224
H 3.117 1.281 -1.253
H 5.138 2.290 -0.360
H 7.351 0.978 -0.267
H 7.392 -1.218 -1.148
```

Summary:
* orbital gap: 8.5 eV
* SMILES: CC(C)(C)c1nc(N2CCC(F)(F)C2)c2nn(Cc3ccccc3F)nc2n1
* 2S+1: 1
* F_max: 0.0811 Eh/bohr
* HOMO: -8.356 eV
* ΔE to the lowest compared entry with this formula, charge and spin: 0.0 kcal per mole

Atom charges from the natural (NBO) analysis, given in e for atoms 1 to 4:
1 C -0.5938
2 C -0.1064
3 C -0.5982
4 C -0.5965

---

No. 2
Below is C39H53N3O6ReSSi3 as an isolated structure, with properties calculated with ωB97M-V/def2-TZVPD.

XYZ file:
```
106
C39H53N3O6ReSSi3 | the Open Molecules 2025 dataset | ωB97M-V/def2-TZVPD
Re 0.130 0.480 -0.353
O -1.390 3.932 -0.018
S -0.777 2.660 -0.179
O 0.443 2.563 -1.065
O -0.319 1.963 1.105
O -1.672 1.564 -0.777
C -0.090 0.008 3.575
Si -1.902 0.342 3.256
C -2.436 2.107 3.512
C -2.847 -0.683 4.530
C -2.420 -0.404 1.610
C -1.611 -1.549 1.188
C -1.988 -2.844 1.570
C -1.208 -3.928 1.238
C -0.048 -3.721 0.498
C 0.255 -2.439 0.116
N -0.495 -1.365 0.447
Si -4.031 -0.162 0.686
C -4.626 1.603 0.732
C -5.340 -1.190 1.576
C -3.889 -0.893 -1.029
H 0.279 0.647 4.382
H 0.542 0.179 2.706
H 0.033 -1.032 3.891
H -2.184 2.392 4.537
H -3.518 2.194 3.402
H -1.962 2.810 2.830
H -2.566 -0.375 5.542
H -2.619 -1.748 4.436
H -3.927 -0.557 4.431
H -2.894 -2.959 2.150
H -1.497 -4.925 1.548
H 0.602 -4.535 0.210
H 1.124 -2.214 -0.482
H -5.027 1.823 1.724
H -5.439 1.728 0.012
H -3.853 2.334 0.499
H -5.450 -0.887 2.620
H -5.120 -2.260 1.552
H -6.307 -1.045 1.085
H -3.003 -0.559 -1.565
H -4.766 -0.618 -1.621
H -3.866 -1.984 -0.957
C 5.820 -1.122 1.404
C 4.345 -1.248 1.010
C 4.203 -2.399 0.011
C 3.537 -1.571 2.275
Si 3.576 0.327 0.274
O 1.990 0.019 0.092
C 3.907 1.778 1.408
C 5.202 2.275 1.591
C 5.446 3.364 2.415
C 4.392 3.987 3.069
C 3.099 3.518 2.892
C 2.861 2.424 2.070
C 4.272 0.759 -1.428
C 3.396 1.318 -2.364
C 3.835 1.732 -3.614
C 5.166 1.575 -3.972
C 6.057 1.027 -3.059
C 5.614 0.638 -1.801
H 6.155 -2.057 1.868
H 5.980 -0.325 2.132
H 6.469 -0.943 0.545
H 4.556 -3.335 0.461
H 4.789 -2.220 -0.895
H 3.161 -2.544 -0.281
H 3.892 -2.510 2.716
H 2.471 -1.678 2.059
H 3.645 -0.787 3.029
H 6.040 1.818 1.074
H 6.457 3.731 2.541
H 4.579 4.841 3.708
H 2.270 4.008 3.387
H 1.845 2.081 1.935
H 2.364 1.488 -2.088
H 3.137 2.206 -4.296
H 5.515 1.899 -4.945
H 7.101 0.916 -3.321
H 6.339 0.235 -1.105
C 1.663 -0.250 -6.547
N 0.661 -0.245 -5.486
N 0.993 -0.849 -4.283
C 0.335 -0.225 -3.267
O 0.333 -0.707 -2.100
C -0.329 0.897 -3.834
C -0.074 0.863 -5.172
C -0.456 1.839 -6.228
C 1.598 -2.132 -4.220
C 2.629 -2.315 -3.312
C 3.227 -3.561 -3.215
C 2.810 -4.603 -4.034
C 1.786 -4.400 -4.950
C 1.167 -3.162 -5.041
H 2.144 -1.224 -6.574
H 2.422 0.516 -6.385
H 1.160 -0.087 -7.497
H -0.915 1.613 -3.284
H -1.121 2.588 -5.807
H -0.962 1.343 -7.056
H 0.423 2.350 -6.627
H 2.956 -1.481 -2.703
H 4.031 -3.709 -2.507
H 3.287 -5.572 -3.963
H 1.458 -5.209 -5.589
H 0.350 -2.998 -5.732
```

Summary:
* orbital gap (spin up / spin down): 7.8 / 6.8 eV
* 2S+1: 4
* F_max: 0.0129 Eh/bohr
* HOMO (spin up / spin down): -7.540 / -7.054 eV
* ΔE to the lowest compared entry with this formula, charge and spin: 13.2 kcal per mole

Atom charges from the Mulliken analysis, given in e for atoms 1 to 4:
1 Re 1.8834
2 O -0.8206
3 S 0.6714
4 O -0.5983

---

No. 3
Below is a 2-piece molecular cluster, ClH3S overall, with properties calculated with ωB97M-V/def2-TZVPD.

XYZ file:
```
5
ClH3S | the Open Molecules 2025 dataset | ωB97M-V/def2-TZVPD
Cl -1.798 -0.531 -0.187
H -1.429 0.692 -0.101
S 1.051 -0.552 -0.263
H 1.392 -0.353 1.019
H 0.784 0.745 -0.468
```

Summary:
* orbital gap: 9.6 eV
* SMILES: Cl.S
* 2S+1: 1
* F_max: 0.0341 Eh/bohr
* HOMO: -8.990 eV
* ΔE to the lowest compared entry with this formula, charge and spin: 16.5 kcal per mole

Atom charges from the natural (NBO) analysis, given in e for atoms 1 to 4:
1 Cl -0.2535
2 H 0.2549
3 S -0.2651
4 H 0.1425

---

- The lowest ΔE to the lowest compared entry with this formula, charge and spin belongs to which entry?
  C19H21F3N6

---

- The highest F_max belongs to which entry?
  C19H21F3N6

---

- What is the formula in the second record?
  C39H53N3O6ReSSi3

---

- Among the records above, which one has the highest F_max?
  C19H21F3N6